1.
Formula: C34H54F6N6O3S2Ti
Source: the Open Molecules 2025 dataset
Level of theory: wB97M-V/def2-TZVPD

Each line ends with the Löwdin charge.
Atoms and positions in Å:
Ti  0.034  -0.189  1.289  1.056
C  1.805  -3.427  -1.678  -0.026
C  1.856  -2.842  -0.303  -0.327
N  2.793  -2.143  0.185  0.064
N  3.886  -1.838  -0.538  0.018
C  4.897  -1.190  0.111  -0.792
N  6.057  -1.135  -0.541  0.130
S  4.680  -0.485  1.618  0.791
C  0.864  -3.210  0.742  -0.190
C  0.438  -4.525  0.816  0.027
C  -0.200  -4.983  1.958  -0.003
C  -0.395  -4.101  3.003  -0.016
C  -0.032  -2.780  2.825  -0.107
N  0.558  -2.311  1.714  0.052
H  2.429  -4.322  -1.750  0.106
H  2.152  -2.699  -2.414  0.071
H  0.787  -3.695  -1.951  0.093
H  4.037  -2.238  -1.456  0.152
H  6.255  -1.699  -1.352  0.123
H  6.830  -0.669  -0.094  0.114
H  0.674  -5.204  0.008  0.130
H  -0.513  -6.016  2.035  0.133
H  -0.849  -4.409  3.934  0.134
H  -0.230  -2.060  3.602  0.090
C  2.400  1.724  0.436  -0.100
O  1.981  0.431  0.886  -0.419
H  3.448  1.664  0.139  0.086
H  2.289  2.456  1.237  0.097
H  1.790  1.997  -0.421  0.051
H  2.844  -0.106  1.197  -0.034
C  -3.060  -2.714  1.071  0.049
C  -2.920  -1.232  1.409  -0.323
O  -1.653  -0.782  1.011  -0.243
C  -3.141  -0.988  2.952  -0.531
F  -1.972  -0.672  3.543  0.126
F  -3.985  0.005  3.210  0.188
F  -3.598  -2.086  3.554  0.181
C  -3.998  -0.465  0.613  -0.564
F  -5.217  -0.715  1.063  0.211
F  -3.963  -0.858  -0.679  0.140
F  -3.786  0.855  0.611  0.168
H  -2.377  -3.298  1.680  0.072
H  -2.818  -2.856  0.020  0.107
H  -4.074  -3.062  1.259  0.119
C  1.474  -0.497  4.574  -0.073
C  2.017  0.867  4.960  -0.340
C  3.549  0.854  4.904  -0.050
C  1.447  2.068  4.217  -0.099
C  1.884  3.308  4.694  -0.018
C  1.433  4.505  4.186  -0.035
C  0.460  4.494  3.201  -0.012
C  -0.044  3.302  2.705  -0.140
C  -1.237  3.393  1.776  -0.334
C  -2.494  2.887  2.486  -0.028
C  -1.041  2.757  0.407  -0.043
C  0.501  2.103  3.192  -0.167
O  0.039  0.917  2.603  -0.191
H  1.880  -1.252  5.249  0.103
H  1.782  -0.775  3.562  0.059
H  0.387  -0.519  4.659  0.071
H  1.729  1.028  6.005  0.153
H  3.896  0.793  3.864  0.032
H  3.937  -0.009  5.445  0.092
H  3.992  1.744  5.345  0.077
H  2.591  3.319  5.513  0.121
H  1.805  5.441  4.581  0.120
H  0.056  5.427  2.828  0.124
H  -1.379  4.460  1.591  0.139
H  -2.418  1.825  2.718  0.056
H  -3.379  3.041  1.868  0.088
H  -2.640  3.421  3.424  0.102
H  -0.890  1.671  0.490  0.010
H  -0.186  3.171  -0.128  0.095
H  -1.935  2.882  -0.204  0.091
C  -0.063  0.780  -6.655  -0.101
C  1.399  0.522  -6.307  -0.247
C  1.647  0.188  -4.837  -0.196
C  1.275  1.304  -3.859  -0.184
N  -0.133  1.285  -3.457  0.054
C  -0.636  0.689  -2.382  -0.684
S  0.408  -0.206  -1.329  0.824
N  -1.931  0.785  -2.138  0.034
C  -2.914  1.480  -2.970  -0.149
C  -3.281  0.780  -4.281  -0.177
C  -3.895  -0.614  -4.142  -0.233
C  -2.888  -1.740  -3.913  -0.095
H  -0.192  0.892  -7.731  0.085
H  -0.437  1.705  -6.206  0.066
H  -0.698  -0.049  -6.332  0.065
H  1.999  1.395  -6.578  0.115
H  1.770  -0.304  -6.915  0.113
H  2.708  -0.034  -4.702  0.113
H  1.096  -0.717  -4.557  0.108
H  1.467  2.284  -4.297  0.136
H  1.867  1.226  -2.950  0.078
H  -0.794  1.658  -4.121  0.110
H  -2.265  0.240  -1.366  0.083
H  -2.544  2.492  -3.166  0.129
H  -3.804  1.590  -2.352  0.129
H  -2.413  0.723  -4.946  0.081
H  -3.995  1.441  -4.777  0.126
H  -4.441  -0.830  -5.061  0.115
H  -4.642  -0.606  -3.345  0.105
H  -2.148  -1.764  -4.717  0.070
H  -3.392  -2.707  -3.907  0.079
H  -2.349  -1.644  -2.969  0.045

As for the total charge: +2. Its HOMO-LUMO gap is 6.92 eV. The value obtained for the max |F| is 0.0299 hartree/bohr.

2.
Formula: C34H54N4P2PdSi2
Source: the Open Molecules 2025 dataset
Level of theory: wB97M-V/def2-TZVPD

Each line ends with the Mulliken spin population.
Atoms and positions in Å:
Pd  0.103  2.718  3.238  1.106
C  3.741  -0.050  0.284  -0.001
C  2.587  0.267  -0.343  0.000
C  1.358  -0.561  -0.591  0.004
C  0.359  -0.901  0.557  -0.014
C  0.762  -1.941  1.566  0.004
C  2.000  -2.343  1.855  0.002
C  3.133  -2.455  0.884  0.000
C  4.189  -1.343  0.911  0.001
C  0.053  1.259  4.625  0.326
H  4.523  0.701  0.280  0.000
H  2.478  1.271  -0.790  0.001
H  1.639  -1.492  -1.103  0.000
H  0.757  0.049  -1.287  0.000
H  0.091  0.011  1.120  0.003
H  -0.595  -1.211  0.091  0.000
H  -0.055  -2.226  2.249  -0.001
H  2.289  -2.730  2.856  0.001
H  2.737  -2.638  -0.120  0.000
H  3.685  -3.332  1.234  0.000
H  4.463  -1.154  1.970  0.000
H  5.131  -1.718  0.445  0.000
H  0.934  1.278  5.281  -0.041
H  0.024  0.423  3.892  -0.054
H  -0.916  1.467  5.110  0.045
P  -3.312  -2.414  -1.180  0.000
P  -1.631  -0.209  -3.459  0.000
N  -3.050  -4.124  -0.700  0.000
N  -5.127  -2.687  -1.347  0.000
N  -0.333  -1.150  -4.242  0.000
N  -1.924  0.739  -4.971  0.000
C  -2.947  -2.724  -2.973  0.000
C  -2.994  -1.443  -3.816  0.000
C  -2.301  -4.480  0.428  0.000
C  -2.203  -5.868  0.479  0.000
C  -2.902  -6.389  -0.660  0.000
C  -3.392  -5.303  -1.375  0.000
C  -6.047  -1.924  -0.612  0.000
C  -7.338  -2.297  -0.985  0.000
C  -7.218  -3.308  -1.987  0.000
C  -5.858  -3.510  -2.208  0.000
C  0.976  -1.177  -3.756  0.000
C  1.635  -2.284  -4.273  0.000
C  0.745  -2.913  -5.201  0.000
C  -0.464  -2.225  -5.145  0.000
C  -1.679  0.437  -6.322  0.000
C  -2.275  1.406  -7.120  0.000
C  -2.945  2.330  -6.237  0.000
C  -2.744  1.878  -4.937  0.000
H  -3.653  -3.436  -3.422  0.000
H  -1.960  -3.212  -3.019  0.000
H  -3.008  -1.721  -4.875  0.000
H  -3.930  -0.896  -3.635  0.000
H  -1.926  -3.692  1.074  0.000
H  -1.710  -6.441  1.245  0.000
H  -3.072  -7.419  -0.907  0.000
H  -3.919  -5.298  -2.322  0.000
H  -5.674  -1.209  0.103  0.000
H  -8.264  -1.889  -0.589  0.000
H  -8.021  -3.841  -2.480  0.000
H  -5.390  -4.163  -2.931  0.000
H  1.335  -0.341  -3.180  0.000
H  2.629  -2.615  -4.020  0.000
H  0.963  -3.732  -5.870  0.000
H  -1.368  -2.399  -5.722  0.000
H  -1.106  -0.422  -6.617  0.000
H  -2.229  1.450  -8.193  0.000
H  -3.508  3.204  -6.529  0.000
H  -3.086  2.247  -3.984  0.000
C  3.384  2.256  5.778  0.007
Si  3.764  2.816  4.017  -0.024
C  4.877  4.350  4.151  0.018
C  4.856  1.485  3.254  0.021
C  2.173  3.142  2.990  0.543
Si  1.425  4.864  3.132  0.009
C  2.590  6.246  2.578  0.063
C  -0.188  5.006  2.105  -0.005
C  1.053  5.012  4.981  0.012
H  4.354  2.223  6.306  0.000
H  2.944  1.246  5.773  -0.001
H  2.711  2.948  6.309  -0.001
H  5.794  4.048  4.677  0.004
H  5.167  4.726  3.161  0.002
H  4.419  5.169  4.723  -0.005
H  4.511  0.481  3.551  0.000
H  4.885  1.536  2.155  -0.004
H  5.883  1.619  3.642  0.001
H  2.334  2.878  1.901  -0.036
H  2.825  6.144  1.505  0.002
H  2.070  7.205  2.742  0.005
H  3.531  6.272  3.135  -0.005
H  -0.922  4.191  2.053  0.026
H  -0.706  5.861  2.526  -0.004
H  0.124  5.210  1.092  0.001
H  0.497  4.146  5.385  -0.013
H  1.981  5.125  5.560  0.003
H  0.421  5.908  5.082  -0.001

Its HOMO-LUMO gap (alpha / beta) is 6.84 / 5.97 eV. The value obtained for the max |F| is 0.0829 hartree/bohr. Its spin multiplicity is 3.

3.
Formula: C34H54O10
Source: the Open Molecules 2025 dataset
Level of theory: wB97M-V/def2-TZVPD

Each line ends with the Löwdin charge.
Atoms and positions in Å:
C  -2.800  -3.901  -0.542  -0.100
C  -2.277  -5.026  -1.187  -0.081
C  -3.064  -6.163  -1.346  -0.096
C  -4.361  -6.186  -0.845  -0.086
C  -4.906  -5.029  -0.211  -0.075
C  -4.088  -3.910  -0.076  -0.109
H  -2.161  -3.028  -0.480  0.075
H  -1.301  -4.944  -1.657  0.089
H  -2.657  -7.070  -1.771  0.099
H  -5.047  -6.996  -1.061  0.096
H  -5.886  -5.098  0.244  0.096
H  -4.478  -3.047  0.444  0.095
C  -0.518  4.266  0.008  -0.102
C  -1.805  4.503  -0.442  -0.097
C  -2.918  4.354  0.420  -0.077
C  -2.688  4.072  1.790  -0.095
C  -1.401  3.831  2.220  -0.104
C  -0.288  3.942  1.367  -0.071
H  0.325  4.194  -0.667  0.089
H  -1.995  4.648  -1.499  0.092
H  -3.935  4.529  0.091  0.094
H  -3.531  3.887  2.452  0.097
H  -1.227  3.474  3.231  0.087
H  0.724  3.729  1.679  0.097
C  -2.493  0.709  4.411  -0.108
C  -3.127  -0.473  4.129  -0.105
C  -4.471  -0.548  4.404  -0.099
C  -5.149  0.495  5.026  -0.087
C  -4.469  1.684  5.295  -0.089
C  -3.117  1.788  4.989  -0.101
H  -1.532  0.864  3.939  0.101
H  -2.587  -1.306  3.703  0.093
H  -4.973  -1.499  4.306  0.100
H  -6.197  0.391  5.270  0.099
H  -5.015  2.497  5.764  0.101
H  -2.560  2.688  5.201  0.098
C  -1.651  -0.513  1.036  -0.118
C  -0.760  -1.505  1.369  -0.103
C  0.601  -1.341  1.099  -0.089
C  1.053  -0.190  0.479  -0.084
C  0.148  0.799  0.138  -0.079
C  -1.227  0.649  0.435  -0.058
H  -2.702  -0.692  1.221  0.102
H  -1.110  -2.381  1.910  0.109
H  1.300  -2.106  1.388  0.090
H  2.121  -0.030  0.362  0.109
H  0.508  1.776  -0.129  0.065
H  -1.928  1.468  0.266  0.105
C  3.394  3.875  -0.399  -0.273
C  4.435  4.477  0.462  -0.288
O  5.294  3.546  1.009  -0.050
O  2.868  2.751  0.222  -0.077
H  3.616  3.704  -1.467  0.132
H  2.616  4.645  -0.315  0.108
H  3.958  5.061  1.261  0.121
H  5.021  5.155  -0.170  0.127
H  4.830  2.693  0.993  0.081
H  2.504  2.174  -0.459  0.045
C  3.456  0.622  -4.178  -0.270
C  2.419  0.648  -3.018  -0.218
O  2.136  1.997  -2.659  -0.090
O  4.749  0.879  -3.777  -0.043
H  3.168  1.326  -4.964  0.122
H  3.410  -0.391  -4.598  0.103
H  2.841  0.130  -2.139  0.108
H  1.510  0.143  -3.366  0.104
H  1.168  2.076  -2.661  0.037
H  5.001  0.204  -3.132  0.096
C  -0.794  1.905  -5.177  -0.213
C  -1.454  2.492  -3.982  -0.236
O  -0.640  2.375  -2.824  -0.082
O  -0.746  0.460  -4.926  -0.080
H  0.195  2.365  -5.296  0.126
H  -1.434  2.163  -6.033  0.123
H  -2.480  2.136  -3.818  0.137
H  -1.461  3.564  -4.206  0.126
H  -0.896  1.658  -2.237  0.078
H  -0.248  0.022  -5.627  0.083
C  4.039  -2.125  2.871  -0.250
C  4.081  -3.069  4.026  -0.294
O  2.937  -3.820  4.277  -0.040
O  3.896  -2.823  1.637  -0.079
H  4.872  -1.420  2.932  0.125
H  3.120  -1.534  2.987  0.117
H  4.205  -2.441  4.909  0.123
H  5.002  -3.671  3.977  0.123
H  2.674  -4.332  3.508  0.088
H  4.730  -3.098  1.240  0.093
C  0.726  -2.668  -1.956  -0.237
C  2.161  -3.134  -1.900  -0.227
O  2.953  -2.511  -2.910  -0.070
O  0.179  -3.172  -3.184  -0.069
H  0.711  -1.582  -1.940  0.099
H  0.184  -3.079  -1.100  0.098
H  2.193  -4.230  -1.979  0.128
H  2.568  -2.819  -0.945  0.103
H  2.595  -2.840  -3.750  0.091
H  -0.650  -2.743  -3.388  0.081

Its HOMO-LUMO gap is 9.52 eV. The value obtained for the max |F| is 0.0446 hartree/bohr. Its structure (SMILES) is c1ccccc1.c1ccccc1.c1ccccc1.c1ccccc1.OCCO.OCCO.OCCO.OCCO.OCCO.

4.
Formula: C34H55BrN6O8
Source: the Open Molecules 2025 dataset
Level of theory: wB97M-V/def2-TZVPD

Each line ends with the Löwdin charge.
Atoms and positions in Å:
C  -5.768  1.644  -0.619  -0.099
C  -5.388  2.971  -1.292  -0.218
C  -4.042  2.944  -2.047  -0.184
N  -3.079  3.974  -1.604  0.041
C  -1.920  3.551  -0.846  -0.324
C  -1.207  4.896  -0.427  -0.105
C  -2.136  6.063  -0.087  -0.159
C  -1.502  7.061  0.884  -0.264
O  -0.973  8.178  0.181  -0.058
C  -2.180  2.750  0.443  -0.125
C  -3.373  3.057  1.321  -0.057
C  -3.087  3.308  2.838  -0.656
N  -1.762  3.807  3.163  0.100
N  -4.032  4.343  3.335  0.068
N  -3.273  2.094  3.603  0.094
C  -2.141  1.300  -0.044  -0.410
O  -2.663  0.305  0.442  0.108
O  -1.392  1.273  -1.166  0.052
C  -0.891  2.593  -1.554  -0.325
C  -0.970  2.520  -3.073  -0.111
C  -0.513  3.772  -3.818  -0.268
C  -0.709  3.618  -5.331  -0.567
Br  0.994  3.816  -6.290  0.606
C  0.552  2.755  -1.080  -0.115
C  1.497  1.579  -1.342  -0.155
C  1.308  0.352  -0.437  -0.190
C  1.223  0.632  1.062  -0.189
C  0.612  -0.586  1.775  -0.172
C  0.448  -0.328  3.258  -0.243
O  0.210  -1.563  3.911  -0.186
C  -0.346  -1.402  5.191  -0.121
H  -6.452  1.069  -1.236  0.069
H  -6.316  1.854  0.299  0.070
H  -4.904  1.035  -0.369  0.049
H  -5.389  3.808  -0.601  0.088
H  -6.168  3.185  -2.021  0.096
H  -4.276  3.170  -3.087  0.115
H  -3.636  1.933  -2.049  0.108
H  -2.783  4.492  -2.415  0.103
H  -0.505  4.737  0.385  0.100
H  -0.603  5.210  -1.281  0.115
H  -3.052  5.715  0.383  0.090
H  -2.446  6.606  -0.974  0.117
H  -2.277  7.410  1.571  0.113
H  -0.745  6.577  1.506  0.107
H  -1.014  8.937  0.759  0.078
H  -1.224  2.809  0.959  0.122
H  -4.018  2.179  1.278  0.100
H  -3.957  3.888  0.950  0.087
H  -1.117  3.024  3.116  0.071
H  -1.436  4.461  2.462  0.054
H  -4.982  4.003  3.286  0.067
H  -3.948  5.192  2.792  0.056
H  -2.993  2.312  4.553  0.081
H  -4.263  1.886  3.636  0.078
H  -0.356  1.689  -3.413  0.128
H  -1.984  2.283  -3.384  0.111
H  -1.027  4.665  -3.466  0.100
H  0.544  3.958  -3.653  0.073
H  -1.337  4.393  -5.745  0.050
H  -1.062  2.627  -5.582  0.054
H  0.620  2.997  -0.025  0.102
H  0.960  3.617  -1.603  0.115
H  2.506  1.961  -1.182  0.117
H  1.475  1.241  -2.376  0.108
H  0.434  -0.215  -0.743  0.105
H  2.167  -0.301  -0.597  0.114
H  0.576  1.474  1.304  0.090
H  2.224  0.763  1.471  0.117
H  1.176  -1.494  1.584  0.115
H  -0.397  -0.694  1.377  0.104
H  1.332  0.170  3.673  0.128
H  -0.424  0.315  3.418  0.109
H  -0.695  -2.378  5.518  0.084
H  -1.213  -0.739  5.172  0.081
H  0.395  -1.040  5.908  0.086
C  4.156  -6.524  2.387  -0.065
C  4.858  -6.072  1.277  -0.057
C  4.964  -4.711  1.035  0.004
C  4.366  -3.827  1.916  -0.148
C  3.659  -4.260  3.023  -0.002
C  3.556  -5.621  3.256  -0.065
N  4.488  -2.383  1.675  -0.353
O  5.082  -2.020  0.681  0.075
O  3.981  -1.636  2.484  0.069
H  4.078  -7.587  2.576  0.107
H  5.320  -6.784  0.603  0.074
H  5.506  -4.349  0.175  0.119
H  3.194  -3.551  3.692  0.118
H  3.007  -5.977  4.116  0.107
C  3.069  -10.807  -4.019  -0.069
C  3.972  -9.923  -4.594  -0.063
C  4.803  -9.160  -3.791  -0.001
C  4.714  -9.300  -2.418  -0.145
C  3.817  -10.170  -1.827  -0.002
C  2.990  -10.928  -2.638  -0.063
N  5.605  -8.505  -1.563  -0.343
O  6.365  -7.731  -2.100  0.091
O  5.526  -8.663  -0.360  0.053
H  2.425  -11.405  -4.650  0.108
H  4.032  -9.829  -5.669  0.109
H  5.507  -8.469  -4.229  0.120
H  3.763  -10.260  -0.752  0.119
H  2.284  -11.615  -2.193  0.109

Its HOMO-LUMO gap is 8.46 eV. The value obtained for the max |F| is 0.0458 hartree/bohr. Its structure (SMILES) is CCCN[C@@]1(CCCO)[C@@H](CC(N)(N)N)C(=O)O[C@]1(CCCBr)CCCCCCOC.O=[N+]([O-])c1ccccc1.O=[N+]([O-])c1ccccc1.

Among the records above, which one has the lowest max |F|? C34H54F6N6O3S2Ti